1.
{
  "formula": "C24H57BF3N7O8PS",
  "method": "the ωB97M-V functional and the def2-TZVPD basis",
  "total_charge": 1,
  "homo_lumo_gap_ev": 6.6,
  "elements": ["C", "C", "P", "C", "S", "C", "C", "O", "C", "F", "F", "F", "B", "N", "O", "H", "H", "H", "H", "H", "H", "H", "H", "H", "H", "H", "H", "H", "H", "H", "C", "O", "N", "C", "C", "H", "H", "H", "H", "H", "H", "H", "C", "O", "N", "C", "C", "H", "H", "H", "H", "H", "H", "H", "C", "O", "N", "C", "C", "H", "H", "H", "H", "H", "H", "H", "C", "O", "N", "C", "C", "H", "H", "H", "H", "H", "H", "H", "C", "O", "N", "C", "C", "H", "H", "H", "H", "H", "H", "H", "C", "O", "N", "C", "C", "H", "H", "H", "H", "H", "H", "H"],
  "positions_angstrom": [[0.4953, 1.7180, 3.8467], [-1.0504, 1.3423, 3.3265], [-0.9428, 1.0635, 1.4482], [-0.5731, 2.8085, 0.6676], [-2.8302, 0.3110, 0.6320], [-4.1648, 1.6011, 0.8480], [-4.8907, 1.7063, 2.2914], [-6.3451, 1.9553, 2.0020], [-4.4334, 2.9653, 3.2466], [-3.4714, 3.9042, 2.6329], [-3.9858, 2.4239, 4.5832], [-5.6558, 3.7907, 3.5764], [-3.2241, -1.2909, 1.6119], [-3.9846, -2.3537, 0.7814], [-2.8841, -1.4902, 3.0362], [0.6274, 1.4446, 5.0013], [1.3264, 1.1689, 3.2275], [0.6936, 2.8943, 3.7963], [-1.3794, 0.4202, 3.9659], [-1.6713, 2.3172, 3.5065], [-1.1863, 3.6425, 1.2162], [-0.7410, 2.7547, -0.4906], [0.5820, 3.0586, 0.8183], [-3.7078, 2.6247, 0.4363], [-5.0147, 1.3300, 0.0530], [-4.8825, 0.7567, 2.9696], [-6.9146, 1.5559, 2.7221], [-4.9764, -2.4046, 1.1228], [-3.5285, -3.2810, 0.9250], [-3.3448, -0.7186, 3.5234], [3.1429, 1.5000, -0.9076], [2.5449, 2.2039, -0.1039], [2.5604, 0.5797, -1.7534], [3.3405, -0.2159, -2.6775], [1.1237, 0.4022, -1.7175], [4.2384, 1.5542, -1.0174], [3.0013, -0.0082, -3.6964], [3.1890, -1.2745, -2.4478], [4.4054, 0.0196, -2.5988], [0.6408, 1.3557, -1.9520], [0.8275, 0.0958, -0.7097], [0.8101, -0.3565, -2.4398], [7.1071, 0.2398, -3.5995], [6.3231, 0.1535, -2.6631], [7.8184, -0.8075, -4.1462], [8.7286, -0.6214, -5.2564], [7.6511, -2.1356, -3.5939], [7.3093, 1.2037, -4.0945], [8.3947, -1.2396, -6.0947], [9.7311, -0.9308, -4.9473], [8.7572, 0.4254, -5.5715], [6.5995, -2.4263, -3.6773], [7.9291, -2.1191, -2.5358], [8.2758, -2.8573, -4.1273], [4.7099, -0.2861, -6.6499], [4.2270, -0.8976, -5.7055], [4.3352, 0.9756, -7.0615], [4.9579, 1.6315, -8.1919], [3.2864, 1.6676, -6.3418], [5.5145, -0.7198, -7.2660], [5.4133, 2.5659, -7.8515], [4.1913, 1.8474, -8.9416], [5.7291, 0.9984, -8.6392], [3.5878, 1.7828, -5.2962], [2.3720, 1.0679, -6.3808], [3.1004, 2.6512, -6.7816], [2.5292, 5.2024, 5.2286], [1.9899, 4.6869, 4.2579], [1.9582, 5.3531, 6.4747], [2.6653, 5.9758, 7.5737], [0.6091, 4.8741, 6.6927], [3.5556, 5.6006, 5.1732], [2.7462, 5.2573, 8.3944], [2.1011, 6.8520, 7.9059], [3.6682, 6.2886, 7.2704], [0.5749, 3.7998, 6.4876], [-0.0670, 5.3864, 6.0016], [0.2941, 5.0622, 7.7227], [-5.1511, -3.6969, -1.6637], [-4.3091, -4.5829, -1.5931], [-6.1197, -3.5899, -2.6393], [-7.0816, -2.5081, -2.6516], [-6.1780, -4.5898, -3.6852], [-5.1971, -2.8855, -0.9190], [-8.0888, -2.9299, -2.5879], [-6.9746, -1.9505, -3.5864], [-6.9227, -1.8297, -1.8088], [-6.3341, -5.5726, -3.2302], [-5.2256, -4.5981, -4.2237], [-6.9927, -4.3731, -4.3816], [-2.5428, -5.7134, 2.4706], [-2.1440, -4.7653, 1.8065], [-3.3993, -5.6310, 3.5483], [-3.8246, -6.8036, 4.2829], [-3.8894, -4.3319, 3.9595], [-2.2321, -6.7465, 2.2443], [-4.9144, -6.8789, 4.2283], [-3.5148, -6.6985, 5.3266], [-3.3808, -7.7121, 3.8666], [-4.4305, -3.8749, 3.1254], [-3.0380, -3.6953, 4.2182], [-4.5545, -4.4255, 4.8223]]
}



2.
{
  "formula": "C32H24I2NO5",
  "method": "the ωB97M-V functional and the def2-TZVPD basis",
  "total_charge": 1,
  "homo_lumo_gap_ev": 6.2,
  "elements": ["C", "C", "N", "I", "C", "C", "O", "I", "H", "H", "H", "H", "H", "H", "H", "H", "C", "C", "C", "C", "C", "C", "C", "O", "C", "C", "C", "C", "C", "C", "C", "O", "H", "H", "H", "H", "H", "H", "H", "H", "C", "C", "C", "C", "C", "C", "C", "O", "C", "C", "C", "C", "C", "C", "C", "O", "H", "H", "H", "H", "H", "H", "H", "H"],
  "positions_angstrom": [[0.9182, 1.5946, -3.1380], [0.1060, 0.5190, -3.8258], [-0.9106, -0.1238, -2.9488], [-0.0576, -1.4030, -1.5108], [-1.8797, 0.8279, -2.3508], [-2.9453, 1.1748, -3.3777], [-3.5185, 0.3552, -3.9322], [-3.3351, 3.2446, -3.6979], [1.8229, 1.7982, -3.6739], [1.2038, 1.3362, -2.1236], [0.3273, 2.4948, -3.0734], [-0.3626, 0.9528, -4.6973], [0.7713, -0.2380, -4.2048], [-1.4633, -0.7503, -3.5419], [-2.4058, 0.3056, -1.5665], [-1.4204, 1.6887, -1.8943], [-0.1258, 6.1985, 3.6702], [0.2150, 5.0671, 2.9363], [-0.7307, 4.4458, 2.1393], [-2.0260, 4.9456, 2.0793], [-2.3723, 6.0694, 2.8334], [-1.4159, 6.6979, 3.6194], [-3.7652, 6.5979, 2.8207], [-4.0652, 7.5763, 3.4698], [-4.7807, 5.8875, 1.9945], [-6.0968, 6.3295, 2.0085], [-7.0503, 5.6884, 1.2363], [-6.6917, 4.6063, 0.4391], [-5.3821, 4.1586, 0.4249], [-4.4230, 4.7903, 1.2076], [-3.0272, 4.2781, 1.2056], [-2.7130, 3.3311, 0.5054], [0.6170, 6.6875, 4.2865], [1.2213, 4.6721, 2.9871], [-0.4664, 3.5688, 1.5649], [-1.6848, 7.5743, 4.1930], [-6.3731, 7.1731, 2.6262], [-8.0762, 6.0317, 1.2527], [-7.4379, 4.1108, -0.1683], [-5.1024, 3.3146, -0.1907], [7.3283, -7.5287, -0.4746], [7.6323, -6.1830, -0.6539], [6.6426, -5.2236, -0.5272], [5.3407, -5.6065, -0.2304], [5.0313, -6.9612, -0.0710], [6.0315, -7.9174, -0.1847], [3.6355, -7.3991, 0.2034], [3.3599, -8.5701, 0.3468], [2.5718, -6.3552, 0.2904], [1.2508, -6.7432, 0.4926], [0.2551, -5.7875, 0.5870], [0.5807, -4.4378, 0.4910], [1.8925, -4.0471, 0.2867], [2.8914, -5.0041, 0.1749], [4.2927, -4.5646, -0.0803], [4.5585, -3.3822, -0.1686], [8.1058, -8.2754, -0.5660], [8.6447, -5.8839, -0.8909], [6.8782, -4.1767, -0.6605], [5.7927, -8.9634, -0.0496], [1.0065, -7.7937, 0.5717], [-0.7728, -6.0900, 0.7378], [-0.1992, -3.6878, 0.5790], [2.1510, -2.9966, 0.2127]]
}



3.
{
  "formula": "C7H11O3S",
  "method": "the ωB97M-V functional and the def2-TZVPD basis",
  "total_charge": -1,
  "relative_energy_kj_mol": 163.2,
  "homo_lumo_gap_ev": 8.7,
  "elements": ["C", "C", "C", "C", "C", "C", "C", "O", "O", "O", "S", "H", "H", "H", "H", "H", "H", "H", "H", "H", "H", "H"],
  "positions_angstrom": [[-0.1965, -3.4666, -0.4625], [-1.3799, 0.9571, -0.0206], [0.8918, -2.8984, -0.3362], [0.0705, 0.7215, 0.4805], [0.3216, 0.9638, 1.9007], [0.8574, 0.0615, -1.7738], [1.0734, 0.3679, -0.3289], [3.4728, 1.3252, -0.2066], [2.9682, -0.1559, 1.6376], [3.1627, -1.0727, -0.5951], [2.7900, 0.0766, 0.1956], [-1.1253, -3.8146, -0.3664], [-1.4269, 1.8572, -0.7021], [-1.9386, 1.0696, 0.9526], [-1.7313, 0.1010, -0.6569], [1.9150, -2.5151, -0.3600], [1.3454, 0.7704, 2.1645], [-0.3202, 0.4033, 2.6411], [0.1651, 1.9511, 2.2242], [-0.0734, -0.4353, -1.7252], [0.9170, 0.9378, -2.4216], [1.7353, -0.6939, -1.9274]]
}



4.
{
  "formula": "C6H6ClO2S",
  "method": "the ωB97M-V functional and the def2-TZVPD basis",
  "total_charge": -1,
  "relative_energy_kj_mol": 124.7,
  "homo_lumo_gap_ev": 6.4,
  "elements": ["C", "C", "C", "C", "C", "C", "O", "O", "S", "Cl", "H", "H", "H", "H", "H", "H"],
  "positions_angstrom": [[0.5118, -1.7391, -0.4467], [1.5296, -0.9168, -0.2736], [-0.8699, -1.5552, -0.8454], [-0.8813, 0.5129, -0.0482], [1.3711, 0.5725, -0.2677], [0.2621, 0.9874, 0.6535], [-1.4716, 1.3215, -0.9702], [-2.7822, 1.8291, 1.2850], [-2.6290, 0.8754, 0.1821], [-2.0493, -2.2145, 0.2126], [0.7191, -2.8109, -0.4939], [2.4605, -1.4114, -0.1059], [2.2505, 1.0646, 0.1145], [0.9591, 0.8873, -1.2608], [0.2172, 2.0996, 0.6182], [0.4024, 0.4974, 1.6466]]
}



5.
{
  "formula": "C30H54BF5N2O10PS4",
  "method": "the ωB97M-V functional and the def2-TZVPD basis",
  "total_charge": 1,
  "homo_lumo_gap_ev": 6.7,
  "elements": ["C", "C", "P", "C", "C", "C", "C", "N", "C", "C", "C", "C", "F", "F", "C", "F", "F", "F", "N", "C", "C", "B", "O", "O", "C", "H", "H", "H", "H", "H", "H", "H", "H", "H", "H", "H", "H", "H", "H", "H", "H", "H", "H", "H", "H", "H", "H", "C", "C", "C", "S", "O", "O", "C", "H", "H", "H", "H", "H", "H", "H", "H", "C", "C", "C", "S", "O", "O", "C", "H", "H", "H", "H", "H", "H", "H", "H", "C", "C", "C", "S", "O", "O", "C", "H", "H", "H", "H", "H", "H", "H", "H", "C", "C", "C", "S", "O", "O", "C", "H", "H", "H", "H", "H", "H", "H", "H"],
  "positions_angstrom": [[0.1097, 0.6262, 0.7016], [-0.1292, -0.6113, -0.1843], [0.1261, -2.1433, 0.7768], [0.4585, -3.5647, -0.3416], [0.4851, -3.2836, -1.8638], [1.6496, -1.8063, 1.7483], [2.8180, -1.2749, 1.1902], [3.8508, -0.9644, 1.9616], [5.0861, -0.3896, 1.3776], [6.3581, -1.0191, 1.9317], [6.3860, -2.5534, 1.8553], [6.1694, -3.3063, 3.1650], [4.9393, -3.9031, 3.1596], [6.2268, -2.5205, 4.2550], [7.1925, -4.4349, 3.3790], [7.2295, -5.2359, 2.3298], [8.3925, -3.9180, 3.5748], [6.8695, -5.1504, 4.4388], [3.8816, -1.1031, 3.2691], [2.8143, -1.6207, 3.8318], [1.6683, -2.0106, 3.1216], [0.4195, -2.6630, 3.9043], [-0.1359, -1.9325, 4.9256], [-0.0049, -3.9219, 3.5893], [1.0219, -4.9238, 3.7713], [0.1113, 0.3943, 1.7680], [-0.6964, 1.3153, 0.4985], [1.0485, 1.1088, 0.4600], [0.5401, -0.5683, -1.0363], [-1.1589, -0.6413, -0.5254], [-0.3258, -4.2823, -0.1219], [1.3852, -4.0713, -0.0708], [-0.1448, -4.0344, -2.3362], [0.0794, -2.3346, -2.1766], [1.4736, -3.4371, -2.2856], [2.9052, -1.0842, 0.1314], [5.0751, 0.6644, 1.6437], [5.0355, -0.4880, 0.2999], [6.5867, -0.6263, 2.9147], [7.1443, -0.6573, 1.2713], [5.5884, -2.8853, 1.1929], [7.3120, -2.8990, 1.4085], [2.8499, -1.7418, 4.9032], [0.0301, -2.3486, 5.7795], [0.5351, -5.8824, 3.8880], [1.6147, -4.7291, 4.6660], [1.6929, -4.9287, 2.9130], [-3.8165, 4.8081, 1.0436], [-5.1492, 4.1708, 0.6207], [-4.8406, 3.1518, -0.4838], [-3.1584, 2.5950, -0.1803], [-2.3193, 3.0062, -1.2828], [-3.1667, 1.2126, 0.2426], [-2.8359, 3.6533, 1.2212], [-3.9163, 5.3857, 1.9607], [-3.4587, 5.4798, 0.2605], [-5.5980, 3.6621, 1.4757], [-5.8624, 4.9155, 0.2728], [-5.5045, 2.2895, -0.4604], [-4.8587, 3.6037, -1.4734], [-1.7898, 3.9543, 1.2088], [-3.0553, 3.0776, 2.1204], [-1.1935, 1.4871, -5.9669], [0.0373, 0.9274, -6.6938], [0.9302, 0.2621, -5.6374], [-0.1754, -0.2828, -4.3262], [0.1344, 0.4583, -3.1261], [-0.2412, -1.7224, -4.3167], [-1.6758, 0.3735, -5.0427], [-1.9735, 1.7884, -6.6633], [-0.9126, 2.3628, -5.3775], [-0.2797, 0.1852, -7.4279], [0.5803, 1.7045, -7.2285], [1.4608, -0.6038, -6.0247], [1.6356, 0.9651, -5.1987], [-2.3315, 0.7159, -4.2447], [-2.1492, -0.4336, -5.6002], [1.1528, 5.8434, -2.0648], [2.5331, 6.1034, -1.4429], [2.4632, 5.6625, 0.0260], [1.2190, 4.3656, 0.0901], [0.1118, 4.8254, 0.8908], [1.8380, 3.0916, 0.3771], [0.7535, 4.4354, -1.6319], [1.1732, 5.9328, -3.1493], [0.4315, 6.5678, -1.6815], [3.2870, 5.5155, -1.9699], [2.8215, 7.1499, -1.5209], [3.4044, 5.2599, 0.3904], [2.1285, 6.4665, 0.6781], [-0.3112, 4.2241, -1.7169], [1.3286, 3.6728, -2.1569], [-6.2253, -3.5397, 0.7894], [-5.2812, -2.5026, 1.4164], [-5.0623, -1.3983, 0.3751], [-6.5382, -1.3669, -0.6439], [-6.1870, -1.7580, -1.9858], [-7.2673, -0.1463, -0.3998], [-7.3623, -2.7405, 0.1574], [-6.6004, -4.2466, 1.5276], [-5.6972, -4.1056, 0.0191], [-5.7473, -2.0814, 2.3093], [-4.3335, -2.9449, 1.7201], [-4.9309, -0.4174, 0.8211], [-4.2202, -1.6159, -0.2783], [-7.9341, -3.2933, -0.5838], [-8.0287, -2.3266, 0.9134]]
}



6.
{
  "formula": "C4H11NO",
  "method": "the ωB97M-V functional and the def2-TZVPD basis",
  "total_charge": -1,
  "multiplicity": 2,
  "relative_energy_kj_mol": 249.2,
  "homo_lumo_gap_ev": [1.9, 8.9],
  "elements": ["C", "N", "C", "H", "H", "H", "H", "H", "H", "H", "C", "C", "O", "H", "H", "H", "H"],
  "positions_angstrom": [[-0.2512, 1.8083, -0.0185], [-0.3281, 0.7266, -0.9923], [0.8083, 0.5286, -1.9070], [-1.2143, 1.9944, 0.4543], [0.3716, 1.4197, 0.8106], [0.2512, 2.6985, -0.4093], [-1.1013, 0.7543, -1.6487], [1.1448, 1.4637, -2.3748], [0.4534, -0.0413, -2.7660], [1.5896, -0.0452, -1.3999], [0.6149, -1.7873, 1.7591], [-0.7343, -1.9148, 1.5999], [-1.3268, -1.3887, 0.4713], [1.0742, -2.5237, 2.4274], [1.1656, -0.9126, 1.3769], [-1.3875, -2.3323, 2.3697], [-1.1301, -0.4481, 0.2472]]
}